No. 1
{"formula": "C36H55GeN3OOsSi3", "method": "the ωB97M-V functional and the def2-TZVPD basis", "species": ["C", "H", "H", "H", "C", "H", "C", "C", "C", "H", "H", "N", "C", "C", "C", "H", "H", "H", "C", "H", "H", "H", "C", "H", "H", "C", "H", "H", "H", "O", "C", "H", "H", "C", "H", "H", "H", "H", "H", "N", "C", "C", "H", "H", "Si", "C", "H", "H", "Si", "C", "H", "C", "H", "H", "H", "H", "Si", "C", "Os", "H", "C", "C", "C", "Ge", "H", "H", "H", "C", "H", "H", "C", "C", "C", "H", "H", "H", "H", "H", "C", "C", "H", "H", "H", "H", "H", "C", "H", "C", "H", "C", "C", "C", "H", "H", "H", "C", "C", "N", "H", "C"], "positions_angstrom": [[4.7452, -0.9987, 1.4412], [-3.3212, -0.7457, 3.5584], [5.2607, -1.3560, 2.3370], [1.9215, -1.7667, 2.6247], [-0.5135, 3.4897, -0.4171], [2.7356, -2.8631, 3.7367], [0.9910, 0.0608, -2.9005], [-1.4021, -0.9155, -3.7424], [3.1561, -6.0737, 0.5031], [3.9364, -1.6962, 1.2195], [-0.9433, -3.1780, 3.1871], [-1.6095, -0.8212, -0.1071], [2.0480, -3.5079, 0.2946], [-1.6662, -0.5008, 2.2273], [0.3834, 3.4853, 2.4861], [-2.0320, -0.0268, 5.5498], [5.6880, 3.3570, -1.0256], [5.9220, 1.8531, 0.4441], [0.3145, 0.2758, 3.1482], [1.0820, -4.5836, 3.4198], [-0.8619, -4.4640, 1.9844], [-0.0259, 4.4934, 2.6212], [-1.5596, -0.0546, 4.5768], [6.3232, 1.7754, 2.1478], [1.9278, 0.4203, -2.5118], [4.4104, 1.2190, -2.8440], [1.4918, 0.3424, -4.9575], [1.1143, -4.3173, -2.9823], [3.8454, -1.7054, -3.0922], [1.6615, -2.2904, 0.2323], [1.5415, -3.3226, -2.8550], [0.3645, 0.6487, 5.2492], [-0.4336, 4.2177, -1.2258], [1.8582, -4.2957, 1.5053], [2.9460, 0.1165, 3.9009], [2.9549, 4.9867, 1.1225], [2.3114, -6.1291, 2.4726], [-2.3643, -1.2931, -4.0557], [1.8521, 4.2656, -2.5921], [-0.3608, -0.1298, 2.0685], [1.0744, -3.7770, 2.6834], [5.5096, 1.9762, 1.4443], [3.5966, -7.0580, 0.5939], [1.1617, -2.2045, 4.1719], [0.9927, 3.4998, 0.7134], [-2.2841, -0.4605, 3.4589], [-4.3012, -1.4766, 1.7658], [1.1080, 2.6689, -2.6413], [4.1508, 0.7413, 1.7716], [-3.3570, -1.5914, -1.4905], [-5.1634, -2.0978, -0.4586], [-0.2400, 0.3159, 4.4169], [3.8833, 0.3053, -3.1066], [4.5247, 0.8314, 4.1450], [2.3239, 5.2486, -0.5178], [0.8346, -2.7262, -2.2769], [3.5113, 2.5448, -1.8810], [-4.1513, -1.7283, -0.3587], [0.4225, -0.4002, 0.1143], [3.8581, -5.7924, -1.5028], [-0.4692, -0.5094, -4.6894], [2.0361, 3.2143, -2.8148], [-0.3903, -3.5389, 2.3180], [2.2358, 1.3652, 0.2936], [5.3556, 0.9392, -2.3791], [3.0088, -1.2896, -1.5778], [-0.4383, 2.7915, 2.6494], [3.3060, -5.3505, -0.6832], [5.4617, -1.0243, 0.6189], [1.6492, -2.8781, -3.8461], [-2.0665, -1.1150, -1.3309], [2.4261, -5.5396, 1.5718], [-3.6685, -1.3811, 0.8958], [4.4452, 4.5652, -0.6602], [4.9976, 4.3229, -2.3161], [4.6447, 1.7461, -3.7790], [2.2702, 3.1384, -3.8814], [1.1464, 3.3475, 3.2545], [3.6023, 0.9189, 3.5612], [2.7716, -4.0968, -0.8292], [4.5566, -2.1252, -1.5393], [-0.7032, 2.5097, -0.8655], [-0.4889, -2.8118, 1.5097], [-3.7482, -1.8450, -2.4647], [3.5371, -4.0393, -2.7668], [2.0514, 5.0224, 0.5103], [1.4592, 5.8688, 0.8730], [-1.0962, -0.8135, -2.4002], [1.3379, 0.5726, 2.9793], [1.7613, -2.5762, 3.3391], [3.6135, -2.0442, -2.0807], [2.9019, -3.3935, -2.1562], [-1.3960, 3.7575, 0.1689], [5.2060, 3.0158, 1.5850], [3.1652, 1.8900, 3.8084], [-2.3656, -0.9201, 0.9948], [4.7645, 3.8109, -1.3719], [0.1128, -0.3442, -1.9762], [-0.6987, -0.5811, -5.7443], [0.7415, -0.0009, -4.2587]], "total_charge": 3, "multiplicity": 6, "e_tot_ev": -127335.7364, "homo_ev": [-15.7685, -16.1977], "gap_ev": [6.991, 6.001]}


No. 2
{"formula": "C36H96N6O15", "method": "the ωB97M-V functional and the def2-TZVPD basis", "species": ["C", "O", "H", "H", "H", "C", "H", "H", "C", "C", "H", "C", "H", "H", "O", "H", "H", "H", "H", "H", "H", "C", "H", "H", "C", "H", "H", "C", "O", "O", "C", "H", "O", "O", "H", "O", "H", "H", "H", "H", "H", "C", "H", "H", "H", "C", "H", "C", "H", "H", "C", "H", "H", "C", "H", "H", "H", "C", "H", "N", "H", "N", "N", "C", "N", "H", "H", "H", "H", "H", "H", "H", "H", "H", "C", "C", "H", "C", "H", "N", "H", "H", "O", "O", "H", "H", "H", "H", "C", "H", "H", "O", "C", "H", "H", "C", "H", "H", "N", "C", "H", "C", "H", "H", "H", "H", "H", "H", "C", "H", "H", "C", "H", "H", "H", "C", "H", "C", "C", "C", "O", "H", "H", "O", "H", "O", "H", "C", "H", "H", "H", "H", "H", "C", "H", "H", "C", "C", "H", "H", "C", "H", "H", "H", "O", "H", "O", "H", "H", "H", "C", "H", "H"], "positions_angstrom": [[22.9257, -21.7740, 6.5467], [24.2492, -21.5684, 7.0685], [16.7400, -18.8232, 3.0909], [19.3219, -11.1362, 14.8245], [24.7028, -14.0369, 2.2150], [24.2132, -13.1903, 9.1344], [21.5532, -13.4372, 10.0615], [29.0541, -10.1874, 9.4934], [24.6393, -9.1214, 10.2900], [27.0024, -9.3944, 9.7607], [24.9074, -12.3500, 9.1218], [22.2131, -11.4716, 13.6332], [23.2295, -12.2844, 10.7775], [22.7002, -17.8568, 5.1328], [23.4846, -9.4341, 8.0022], [24.6674, -13.2421, 11.1537], [25.4445, -10.2903, 8.8859], [15.1110, -17.5479, 4.0510], [25.0584, -14.0728, 6.7619], [24.0371, -14.9643, 12.4112], [16.6489, -16.3977, 5.9103], [25.2854, -21.7814, 6.1517], [22.9927, -14.5889, 4.6849], [18.4789, -21.3380, 0.5908], [26.6763, -13.2723, 4.1591], [17.7790, -13.9150, 5.7303], [26.6650, -12.4584, 3.4341], [18.3632, -18.1213, 3.5799], [27.8662, -11.0754, 8.0493], [17.2417, -9.8578, 8.9200], [18.4100, -14.7325, 5.3815], [27.6874, -13.6161, 3.9413], [20.7124, -15.2705, 0.1386], [17.8040, -15.5122, 4.3398], [21.6558, -11.6804, 14.5464], [18.4456, -10.8773, 13.0232], [17.7679, -8.6248, 7.1232], [21.2213, -13.5096, 12.5749], [23.0853, -10.3708, 9.8526], [20.6516, -15.4647, 3.4702], [18.6236, -15.3130, 6.2789], [22.9993, -14.7602, 12.1476], [22.0110, -12.7425, 4.1877], [18.7909, -11.0689, 8.4467], [20.3962, -16.7831, 5.5320], [22.2386, -13.6578, 12.9375], [22.9836, -19.0966, 7.0346], [18.8800, -21.1790, 1.5917], [18.7926, -9.4233, 14.4168], [17.5891, -13.2094, 8.8140], [23.2672, -14.6497, 3.6318], [22.7520, -8.5676, 9.6354], [21.7297, -16.0988, 2.3295], [17.0390, -12.2867, 8.9989], [19.9570, -21.1557, 1.4250], [23.3335, -20.3163, 4.9488], [18.9949, -16.0916, -0.6161], [23.4212, -9.4104, 9.4618], [17.6851, -10.8465, 14.9693], [22.1460, -14.0894, 2.8077], [18.6004, -8.3250, 8.6256], [16.9080, -12.0717, 10.4912], [16.9411, -18.3545, 3.9626], [23.7584, -13.2106, 10.5530], [25.7259, -10.0570, 9.8274], [21.4675, -9.0930, 7.8811], [21.6752, -20.7395, 4.9769], [22.3572, -21.9739, 7.4550], [23.0262, -15.4263, 8.1818], [28.0244, -10.5323, 6.0518], [19.0578, -12.0637, 10.8487], [17.0562, -12.4549, 13.0732], [18.7878, -12.9761, 13.1139], [23.4234, -13.1342, 8.3854], [28.5142, -10.3399, 7.0064], [20.9760, -17.2386, 6.3347], [16.1161, -16.7838, 2.9229], [17.6593, -8.6807, 8.2063], [21.5011, -11.1315, 12.8812], [22.9436, -14.4480, 10.7121], [20.2982, -14.1759, 9.6478], [18.4718, -21.9145, 2.2849], [23.0586, -12.5015, 13.1313], [25.0343, -14.3351, 8.8619], [16.0413, -12.3444, 8.5637], [19.3266, -14.3232, 4.9567], [22.4192, -17.1714, 8.4683], [18.4891, -17.4548, 2.7267], [19.6679, -15.2512, -0.7861], [28.5742, -9.2550, 7.0927], [23.5100, -15.7079, 3.5350], [18.3531, -19.9466, 2.0977], [22.2758, -9.6634, 7.4235], [21.0987, -18.6220, 4.8367], [29.5586, -10.6518, 7.0058], [18.0725, -12.2429, 12.7411], [22.5570, -13.8902, 1.9069], [27.8533, -11.3233, 10.0071], [22.2142, -19.3695, 6.4399], [22.5185, -20.5387, 5.6376], [24.3443, -12.7882, 3.4321], [18.5501, -10.4860, 14.4125], [19.3095, -15.5117, 1.6878], [18.3465, -13.5977, 11.0591], [26.2577, -21.7219, 6.6407], [25.2003, -22.7947, 5.7592], [16.9435, -7.8973, 8.4555], [23.4682, -15.1276, 10.1800], [19.0341, -19.4925, 3.2701], [26.4741, -13.5246, 7.6550], [22.0002, -10.7123, 7.3149], [21.8050, -18.2766, 5.5916], [20.3346, -17.6144, 7.1319], [17.5207, -11.0127, 7.3551], [26.2782, -15.1973, 7.3816], [16.1300, -17.1774, 3.9392], [22.8878, -10.6547, 13.8892], [16.5625, -16.0620, 4.8769], [28.0171, -10.4826, 9.3330], [17.7023, -11.0171, 8.4299], [21.7844, -16.1749, 6.7568], [24.9530, -8.0837, 10.1768], [22.2844, -9.1368, 6.4692], [20.8783, -13.1879, 6.8162], [20.7849, -13.0167, 7.7534], [25.6645, -14.2743, 3.9265], [25.3441, -21.0483, 5.3472], [24.5403, -13.8490, 3.2763], [18.9989, -14.3912, -0.7561], [21.1431, -14.1063, 6.7652], [23.7228, -16.7219, 7.3406], [24.6463, -9.2528, 11.3720], [21.9410, -14.1060, 13.8854], [22.7752, -16.4070, 7.7777], [26.6141, -12.7571, 5.1176], [21.5620, -12.2064, 5.5305], [18.1449, -12.5372, 11.2098], [21.1925, -15.1807, 2.5674], [20.1001, -15.4183, -1.7727], [20.1071, -19.3614, 3.1302], [20.2011, -14.9410, 1.4281], [19.8653, -13.9147, 1.5770], [16.8635, -11.0626, 10.4958], [22.4874, -15.7071, 12.3191], [20.7692, -13.3527, 9.5189], [18.9193, -20.2436, 4.0517], [22.0786, -11.9767, 4.7580], [22.9039, -22.6262, 5.8674], [18.9451, -17.7407, 4.4193], [27.0919, -8.5377, 9.0928], [25.7067, -14.2973, 7.6089], [15.7258, -15.3707, 4.7754], [27.2897, -9.1639, 10.7866]], "multiplicity": 1, "relative_energy_kcal_mol": 106.2, "e_tot_ev": -78530.5619, "homo_ev": -8.5363, "gap_ev": 9.105, "smiles": "COCCNCCOC.COCCNCCOC.COCCNCCOC.COCCNCCOC.COCCNCCOC.COCCNCCOC.O.O.O"}


No. 3
{"formula": "C5H12NO2", "method": "the ωB97M-V functional and the def2-TZVPD basis", "species": ["C", "N", "H", "C", "H", "H", "H", "H", "C", "C", "H", "H", "H", "H", "O", "C", "H", "O", "H", "H"], "positions_angstrom": [[0.2108, -0.6892, 0.8775], [1.1099, 0.5026, 0.8235], [0.4724, 3.4174, -0.5445], [-0.0915, -0.9404, -1.6180], [0.6397, -0.1814, -1.9352], [-0.2172, -2.4911, -0.1066], [1.3862, -1.9156, -0.4373], [1.5228, 0.7079, 1.7321], [0.3574, -1.5952, -0.2945], [-0.4112, -0.8832, 2.0259], [-0.0885, -1.5963, -2.5019], [-1.1230, -1.6802, 2.1694], [-0.8308, 3.1805, 0.2424], [-0.2181, -0.2361, 2.8695], [-1.5526, 0.7564, -0.8833], [-1.4442, -0.2857, -1.4833], [-2.3258, -0.7841, -1.9113], [0.1177, 2.9685, 0.2389], [1.9110, 0.3760, 0.1975], [0.5751, 1.3691, 0.5390]], "total_charge": 1, "multiplicity": 1, "relative_energy_kcal_mol": 23.6, "e_tot_ev": -10957.5946, "homo_ev": -13.6360, "gap_ev": 10.448}